Record 1
This record from the OMol25 dataset describes a molecular structure, C31H25BrN5O5Re at a distorted geometry. The level of theory is the ωB97M-V functional and the def2-TZVPD basis.

Calculated values
- energy above the lowest of the compared OMol25 structures with the same formula, charge and spin (eV) = 0.4063
- frontier orbital gap (spin up / spin down) (eV) = 6.162 / 5.452
- LUMO level (spin up / spin down) (eV) = -4.2304 / -4.9945
- highest occupied orbital energy (spin up / spin down) (eV) = -10.39 / -10.45
- E_tot (eV) = -122403.1108
- strongest force on any atom (eV/Å) = 2.12
- net charge = +1
- 2S+1 = 4

Cartesian coordinates (Å):
Re1 0.0163 0.0070 -0.0413
Br1 1.0779 -5.5872 6.1344
C1 2.1922 -5.5551 4.6082
C2 2.7947 -4.3618 4.2303
C3 3.5927 -4.3324 3.1050
C4 3.8043 -5.5003 2.3592
C5 3.2359 -6.7013 2.7844
C6 2.4133 -6.7247 3.8949
N1 4.6449 -5.5473 1.2376
N2 4.8704 -4.5719 0.5087
C7 4.1382 -3.4247 0.3522
C8 4.8252 -2.2252 0.1513
C9 4.1716 -1.0104 0.0440
C10 2.7776 -0.9693 0.0633
O1 2.0394 0.1039 -0.0556
C11 2.0642 -2.1749 0.1588
N3 0.7055 -2.0154 0.0809
C12 -0.0320 -3.1323 0.0773
C13 0.5224 -4.4017 0.1201
C14 1.8918 -4.5610 0.2082
C15 2.7017 -3.4243 0.2741
H1 2.6380 -3.4634 4.8112
H2 4.0870 -3.4127 2.8210
H3 3.4313 -7.6025 2.2176
H4 1.9508 -7.6477 4.2156
H5 5.9061 -2.2685 0.1350
H6 4.7204 -0.0848 -0.0666
H7 -1.0980 -3.0108 0.0108
H8 -0.1311 -5.2595 0.0625
H9 2.3210 -5.5530 0.1958
O2 -1.7089 1.3495 0.1599
N4 -2.8728 0.8602 0.1707
N5 -2.8954 -0.3906 0.1186
O3 -1.7262 -1.0462 0.0432
C16 -4.1130 -1.1371 0.1000
C17 -5.3242 -0.4512 0.0852
C18 -6.5022 -1.1733 0.0655
C19 -6.4765 -2.5615 0.0584
C20 -5.2638 -3.2320 0.0755
C21 -4.0744 -2.5228 0.0965
H10 -5.3323 0.6289 0.0871
H11 -7.4461 -0.6465 0.0548
H12 -7.4024 -3.1199 0.0384
H13 -5.2393 -4.3127 0.0740
H14 -3.1320 -3.0466 0.1135
C22 2.7275 7.8954 -0.7087
C23 2.1829 6.5293 -0.4076
C24 1.0587 6.0469 -1.0663
C25 0.5593 4.7758 -0.8292
C26 -0.6854 4.3359 -1.5546
C27 1.2150 3.9653 0.1195
C28 2.3111 4.4547 0.8490
C29 2.9885 3.6571 1.9294
C30 2.7788 5.7280 0.5571
C31 0.7963 2.5587 0.3214
O4 0.7367 1.9918 1.4211
O5 0.5019 1.8607 -0.7487
H15 2.3403 8.2732 -1.6535
H16 3.8159 7.8796 -0.7573
H17 2.4442 8.5998 0.0763
H18 0.5628 6.6779 -1.7953
H19 -1.1864 5.1930 -2.0001
H20 -1.3793 3.8355 -0.8808
H21 -0.4393 3.6327 -2.3501
H22 3.1102 2.6124 1.6490
H23 2.3832 3.6751 2.8368
H24 3.9645 4.0813 2.1584
H25 3.6395 6.1050 1.0985



Record 2
This record from the OMol25 dataset describes C27H30N4O5 in the gas phase at a distorted geometry. The level of theory is the ωB97M-V functional and the def2-TZVPD basis.

Calculated values
- energy above the lowest of the compared OMol25 structures with the same formula, charge and spin (eV) = 3.8692
- frontier orbital gap (eV) = 8.034
- LUMO level (eV) = -0.3230
- highest occupied orbital energy (eV) = -8.36
- SMILES = Cc1ccc([C@H]2/C(=C(/O)c3cnn(-c4ccccc4)c3C)C(=O)C(=O)N2CCCN2CCOCC2)o1
- E_tot (eV) = -44683.3525
- strongest force on any atom (eV/Å) = 1.09
- 2S+1 = 1

Cartesian coordinates (Å):
C1 -0.5370 -2.2741 -1.9688
C2 -0.4878 -1.6456 -0.6225
C3 -0.3179 -2.1734 0.6229
C4 -0.3454 -1.0829 1.5268
C5 -0.5332 0.0343 0.7690
C6 -0.6297 1.4887 1.1213
C7 0.1278 2.3278 0.1262
C8 1.4232 2.1974 -0.3108
O1 1.8675 2.9689 -1.2957
C9 2.3743 1.2424 0.2096
C10 2.4307 0.6339 1.4855
N1 3.4517 -0.1783 1.5714
N2 4.0835 -0.1265 0.3890
C11 5.2298 -0.9179 0.2000
C12 6.3469 -0.4280 -0.4659
C13 7.4586 -1.2377 -0.6186
C14 7.4665 -2.5221 -0.1015
C15 6.3604 -2.9978 0.5841
C16 5.2420 -2.2007 0.7372
C17 3.4773 0.7212 -0.4711
C18 3.8897 0.9231 -1.8797
C19 -0.7792 3.2261 -0.5249
O2 -0.5020 4.0154 -1.4271
C20 -2.1419 3.0034 0.0996
O3 -3.1775 3.5873 -0.1272
N3 -1.9813 2.0110 1.0115
C21 -3.0505 1.5998 1.8855
C22 -3.6797 0.2555 1.5126
C23 -4.1105 0.2283 0.0365
N4 -4.8911 -0.9163 -0.3782
C24 -6.2338 -0.9800 0.1654
C25 -7.0041 -2.0632 -0.5928
O4 -6.3707 -3.3174 -0.4805
C26 -5.0503 -3.2511 -0.9658
C27 -4.2356 -2.1984 -0.2117
O5 -0.6175 -0.3044 -0.5379
H1 -1.3681 -1.8694 -2.5437
H2 0.3817 -2.0695 -2.5190
H3 -0.6551 -3.3491 -1.8700
H4 -0.1900 -3.2071 0.8698
H5 -0.2401 -1.1290 2.5915
H6 -0.2802 1.6210 2.1552
H7 1.1172 3.5592 -1.5933
H8 1.7996 0.7899 2.3342
H9 6.3598 0.5839 -0.8377
H10 8.3263 -0.8572 -1.1360
H11 8.3378 -3.1474 -0.2234
H12 6.3686 -3.9938 1.0000
H13 4.3739 -2.5480 1.2748
H14 4.4201 0.0515 -2.2584
H15 4.5324 1.7985 -1.9712
H16 3.0094 1.1084 -2.4905
H17 -3.8090 2.3853 1.8137
H18 -2.6711 1.5594 2.9130
H19 -4.5507 0.1087 2.1537
H20 -2.9726 -0.5526 1.7055
H21 -3.2190 0.2541 -0.5969
H22 -4.6975 1.1239 -0.1825
H23 -6.7220 -0.0144 0.0239
H24 -6.2404 -1.2323 1.2405
H25 -8.0066 -2.1897 -0.1807
H26 -7.0748 -1.7761 -1.6524
H27 -4.6238 -4.2466 -0.8293
H28 -5.0595 -2.9975 -2.0366
H29 -3.2273 -2.1437 -0.6251
H30 -4.1689 -2.4996 0.8486